Below is a molecular structure, C6H6BCsN3OS, with properties calculated with the ωB97M-V functional and the def2-TZVPD basis.

Cartesian coordinates (Å):
Cs -1.929 2.618 -0.508
S -4.129 -1.638 -1.016
O 3.198 1.369 -0.755
N -3.913 -0.378 0.210
N 3.154 -1.107 0.091
N -2.492 -1.972 -1.621
C 0.777 0.191 -0.021
C -2.442 -0.037 0.335
C 0.000 1.149 1.087
C -1.704 -0.994 -0.776
C -1.648 1.044 1.294
C -0.078 -0.870 -0.950
B 2.421 0.211 -0.256
H 3.379 -1.001 1.125
H 4.136 1.214 -0.381
H 0.584 1.931 1.767
H 0.497 -1.546 -1.717
H -2.250 1.709 2.054
H 2.438 -1.892 0.038

Properties
- Largest force on an atom: 7.4 eV/A
- E: -914.41309 Eh
- Charge: +1

Atomic partial charges in e from the Löwdin method, atoms 1 to 8: atom 1 (Cs): 1.351, atom 2 (S): 0.955, atom 3 (O): 0.040, atom 4 (N): -0.278, atom 5 (N): 0.083, atom 6 (N): -0.224, atom 7 (C): -0.034, atom 8 (C): -0.386